Below is a cluster of 11 separate species, C4H20BO18 in total, with properties calculated with ωB97M-V with the def2-TZVPD basis set.

Each atom is followed by the atoms it is bonded to, with distances in Å.
Element x y z (Å)
1 O -4.6022 25.6941 -10.7089  C2 1.233
2 C -3.7340 25.5396 -9.8476  O1 1.233, O3 1.338, C6 1.565
3 O -3.7664 26.1524 -8.6584  C2 1.338, B4 1.489
4 B -2.6310 25.7004 -7.8073  O3 1.489, O5 1.481, O8 1.463, O12 1.436
5 O -1.8610 24.7614 -8.6546  B4 1.481, C6 1.335
6 C -2.3984 24.7250 -9.8763  C2 1.565, O5 1.335, O7 1.222
7 O -2.0715 24.0734 -10.8569  C6 1.222
8 O -3.0398 24.9666 -6.6089  B4 1.463, C9 1.341
9 C -2.5181 25.5748 -5.5338  O8 1.341, O10 1.234, C11 1.485
10 O -2.7006 25.2330 -4.3620  C9 1.234
11 C -1.6630 26.6804 -6.0369  C9 1.485, O12 1.283, O13 1.235
12 O -1.8144 26.7708 -7.3076  B4 1.436, C11 1.283
13 O -1.1044 27.3495 -5.1624  C11 1.235
14 O -3.9815 27.7139 -12.8389  H15 0.957, H16 0.957
15 H -4.0848 26.8672 -12.4046  O14 0.957
16 H -3.9315 27.5010 -13.7708  O14 0.957
17 O -5.1868 25.7784 -3.0546  H18 0.957, H19 0.957
18 H -5.8434 26.4494 -2.8682  O17 0.957
19 H -4.7859 26.0570 -3.8780  O17 0.957
20 O -6.7573 25.9154 -8.5177  H21 0.957, H22 0.957
21 H -6.2635 26.0361 -9.3288  O20 0.957
22 H -6.1718 25.4108 -7.9531  O20 0.957
23 O -5.3315 27.2866 -6.0020  H24 0.957, H25 0.957
24 H -5.2551 28.0596 -5.4426  O23 0.957
25 H -5.2537 27.6269 -6.8933  O23 0.957
26 O -2.8586 28.0637 -3.0985  H27 0.957, H28 0.957
27 H -2.5300 27.6479 -3.8956  O26 0.957
28 H -2.3756 28.8881 -3.0413  O26 0.957
29 O 1.4911 28.2056 -4.8451  H30 0.957, H31 0.957
30 H 1.6648 27.4795 -4.2460  O29 0.957
31 H 0.5404 28.2023 -4.9568  O29 0.957
32 O -4.1162 22.8227 -5.2285  H33 0.957, H34 0.957
33 H -3.7840 23.4870 -4.6247  O32 0.957
34 H -4.5094 23.3232 -5.9434  O32 0.957
35 O -1.8367 23.6684 -13.9990  H36 0.957, H37 0.957
36 H -2.7112 23.2836 -14.0568  O35 0.957
37 H -1.7354 23.8962 -13.0748  O35 0.957
38 O -1.7641 26.2822 -1.4687  H39 0.957, H40 0.957
39 H -1.1041 26.9394 -1.2483  O38 0.957
40 H -2.4368 26.7681 -1.9458  O38 0.957
41 O -0.8062 24.0150 -2.8364  H42 0.957, H43 0.957
42 H -1.1768 24.8824 -2.6732  O41 0.957
43 H -1.4956 23.5436 -3.3041  O41 0.957

Properties
Largest force on an atom (eV/A): 3.75
HOMO-LUMO gap (eV): 9.83
Energy relative to the best compared isomer or geometry (same formula, charge and spin) (kcal per mole): 19.52
Net charge: -1
DFT total energy (hartree): -1543.9465
HOMO energy (eV): -7.97
Molar mass (u): 367.00

Results of the natural (NBO) charge analysis, in e, for atoms 1 through 2: -0.60 0.70